Entry 1:
ORCA calculation (the ωB97M-V functional and the def2-TZVPD basis) on C4H3NO2 in the gas phase.

Structure (XYZ):
```
10
Properties=species:S:1:pos:R:3:forces:R:3:lowdin_charge:R:1
O 2.520 1.107 0.250 -0.5 -0.3 0.1 0.1218
C 1.515 0.505 0.454 0.5 0.2 -0.1 -0.3231
C 0.359 -1.208 -2.148 -0.7 0.3 0.8 0.0740
N -0.373 -0.870 -1.288 0.7 -0.3 -0.8 -0.0619
C -1.201 -0.460 -0.262 0.0 0.1 0.2 -0.1227
C -0.849 0.472 0.625 -0.2 -0.2 -0.1 -0.1119
O 0.325 1.163 0.639 0.0 0.1 -0.1 0.0267
H 1.426 -0.587 0.556 0.0 0.1 0.0 0.1466
H -2.180 -0.924 -0.216 0.2 0.1 0.0 0.1207
H -1.543 0.801 1.391 0.1 -0.1 -0.1 0.1298
```
Positions in Å, forces in eV/Å.

## Properties
* gap between HOMO and LUMO: 10.67 eV
* relative energy (zero: lowest compared OMol25 entry of this formula, charge and spin): 54.33 kcal/mol
* E: -9779.331 eV
* total charge: 0
* 2S+1: 1

Entry 2:
ORCA calculation (the ωB97M-V functional and the def2-TZVPD basis) on C4H3NO2 in the gas phase.

Structure (XYZ):
```
10
Properties=species:S:1:pos:R:3:forces:R:3:lowdin_charge:R:1
O -1.273 2.730 -1.031 0.5 -0.3 0.2 0.0976
C -0.307 2.088 -0.719 -0.4 0.4 -0.2 -0.1697
C -0.415 0.631 -0.260 -0.5 -0.3 0.1 -0.4341
N 0.840 0.079 0.023 0.0 -0.2 0.1 0.1070
C 0.670 -1.140 0.390 -0.4 -0.1 -0.1 -0.3281
C -0.010 -2.254 0.492 0.4 0.4 0.1 0.2523
O -1.479 0.055 -0.165 0.5 0.2 0.0 0.1034
H 0.724 2.491 -0.733 -0.1 0.0 0.0 0.1200
H 1.542 -1.889 0.611 0.1 -0.1 0.0 0.1775
H -0.292 -2.791 1.392 0.0 0.0 -0.1 0.0740
```
Positions in Å, forces in eV/Å.

## Properties
* gap between HOMO and LUMO: 9.10 eV
* relative energy (zero: lowest compared OMol25 entry of this formula, charge and spin): 113.88 kcal/mol
* E: -9776.749 eV
* total charge: 0
* 2S+1: 1

Number 1: strongest force on any atom 1.1 eV/A. Number 2: strongest force on any atom 0.6 eV/A.